Entry 1:
{
  "formula": "C36H99N9O9",
  "method": "ωB97M-V/def2-TZVPD",
  "species": ["C", "C", "H", "H", "H", "H", "H", "H", "H", "H", "N", "H", "N", "H", "H", "C", "C", "H", "H", "H", "C", "C", "H", "H", "H", "H", "C", "H", "C", "H", "O", "H", "H", "H", "H", "H", "H", "C", "H", "H", "H", "C", "C", "H", "C", "C", "H", "C", "H", "C", "C", "C", "H", "O", "C", "N", "H", "H", "C", "H", "H", "O", "H", "O", "H", "H", "H", "O", "H", "H", "H", "H", "H", "H", "H", "H", "H", "H", "H", "H", "H", "C", "H", "C", "H", "O", "H", "C", "C", "H", "H", "O", "C", "C", "C", "H", "H", "H", "C", "N", "H", "H", "H", "O", "H", "H", "H", "H", "H", "N", "H", "C", "H", "H", "C", "C", "C", "N", "H", "H", "H", "N", "H", "H", "H", "H", "H", "H", "H", "H", "H", "H", "H", "H", "O", "H", "H", "H", "C", "C", "C", "H", "H", "H", "H", "C", "H", "N", "H", "H", "C", "H", "N"],
  "coordinates": [[-25.276, -4.204, -8.639], [-18.688, 9.044, -3.523], [-19.244, 0.862, -12.852], [-12.389, -4.930, -17.477], [-15.690, 9.859, -13.204], [-12.153, -5.347, -5.845], [-28.252, 2.478, -10.616], [-22.170, 12.095, -16.559], [-27.388, -5.910, -8.831], [-23.326, 12.090, -13.148], [-24.474, 2.861, -20.966], [-13.336, -0.162, -7.866], [-17.464, 2.480, -11.599], [-14.598, -4.978, -14.672], [-23.845, -3.482, -10.676], [-13.782, -2.634, -17.234], [-14.784, 9.848, -12.598], [-23.343, 1.140, -20.477], [-16.893, -1.569, -17.882], [-25.075, 2.348, -21.596], [-11.782, -5.261, -6.866], [-13.479, -3.610, -7.438], [-12.214, 11.382, -12.502], [-15.742, -2.410, -18.890], [-24.267, 13.114, -14.297], [-18.827, 6.202, -3.298], [-26.511, -4.414, -7.783], [-23.848, 11.542, -14.721], [-17.807, 5.656, -5.050], [-20.594, 16.104, -16.892], [-22.221, 12.987, -14.680], [-13.876, 11.269, -13.886], [-20.209, 13.554, -16.139], [-25.133, 3.504, -20.552], [-26.402, 4.429, -8.097], [-25.990, 4.802, -12.088], [-27.127, -0.238, -18.849], [-21.301, 15.488, -16.336], [-17.994, 5.231, -6.036], [-27.819, 4.728, -8.640], [-12.347, 9.889, -12.059], [-25.685, 2.430, -9.793], [-14.381, -3.970, -15.025], [-16.812, 3.242, -11.478], [-13.371, 9.394, -14.775], [-26.133, -4.136, -6.320], [-17.202, 6.563, -5.075], [-16.098, -2.314, -17.864], [-13.505, -0.988, -6.280], [-13.122, -1.067, -7.297], [-23.123, 2.736, -19.119], [-21.068, 13.991, -16.648], [-15.287, -1.143, -8.454], [-20.215, 4.831, -12.646], [-19.633, 1.766, -12.383], [-15.181, -2.024, -7.973], [-12.100, -6.095, -7.492], [-14.188, 9.544, -15.480], [-26.855, 4.589, -12.716], [-18.421, 4.925, -11.607], [-20.729, 7.572, -4.179], [-25.601, 0.193, -20.167], [-28.514, 4.210, -10.646], [-14.805, 10.735, -11.470], [-16.806, 10.398, -10.734], [-24.642, -3.372, -8.332], [-26.249, 1.530, -9.550], [-14.972, -1.886, -17.097], [-13.431, -2.799, -18.253], [-19.781, 4.139, -10.783], [-16.493, -3.277, -17.541], [-20.425, 2.131, -13.037], [-15.577, -2.697, -8.614], [-20.185, 7.235, -5.762], [-17.005, 1.664, -11.976], [-14.576, -4.606, -17.095], [-13.368, -2.299, -9.055], [-26.955, -4.290, -5.621], [-25.789, 1.874, -18.886], [-24.565, 0.632, -18.440], [-28.025, -5.786, -7.401], [-15.770, 10.399, -10.397], [-20.796, 12.922, -18.284], [-19.155, 6.016, -4.321], [-23.480, 3.751, -18.944], [-12.116, -4.051, -7.510], [-25.055, -3.467, -11.950], [-19.826, 7.320, -4.736], [-26.508, -0.653, -19.645], [-17.985, 8.392, -3.006], [-15.617, 9.360, -10.104], [-27.395, 3.383, -12.240], [-13.606, 10.275, -13.530], [-24.794, -3.915, -10.991], [-25.073, 1.141, -19.258], [-14.637, 8.860, -12.161], [-15.672, 11.105, -9.571], [-20.025, 6.776, -11.922], [-19.241, 4.217, -11.727], [-20.975, 13.887, -18.046], [-23.144, 13.544, -16.480], [-13.095, -1.986, -16.690], [-20.188, 4.847, -5.499], [-25.799, -3.867, -9.942], [-18.237, 3.193, -13.319], [-26.068, 4.562, -10.101], [-12.734, -5.528, -16.043], [-12.439, 9.630, -15.287], [-13.708, -3.414, -14.372], [-27.177, 3.955, -8.538], [-15.359, -3.489, -15.014], [-20.765, 6.024, -12.195], [-26.592, 4.526, -13.772], [-12.033, -1.073, -7.343], [-27.772, 3.433, -10.830], [-22.216, 13.095, -16.127], [-13.899, -3.997, -16.496], [-27.130, -5.751, -7.868], [-10.711, -5.464, -6.887], [-26.048, -1.541, -19.211], [-13.765, -3.637, -6.387], [-12.269, 10.452, -12.894], [-19.483, 4.005, -4.344], [-21.103, 15.681, -15.282], [-21.421, 5.842, -11.344], [-24.887, 2.550, -9.060], [-25.191, 2.319, -10.758], [-25.853, -3.083, -6.334], [-22.153, 2.796, -19.613], [-22.318, 15.844, -16.498], [-20.007, 1.637, -11.367], [-17.214, 4.986, -4.427], [-24.490, -4.947, -11.168], [-24.605, -5.057, -8.531], [-18.967, 8.457, -4.783], [-20.126, 14.327, -18.371], [-18.125, 9.967, -3.665], [-19.625, 9.180, -2.983], [-23.448, 12.403, -14.185], [-26.608, 3.654, -9.833], [-13.738, -2.217, -8.032], [-14.080, -4.318, -8.009], [-23.062, 2.204, -18.170], [-27.288, -3.671, -7.962], [-27.161, -1.099, -20.395], [-23.999, 1.872, -20.006], [-21.407, 6.262, -13.043], [-12.618, -4.652, -16.534], [-13.284, 8.351, -14.469], [-25.317, -4.693, -5.860], [-18.623, 2.899, -12.343], [-27.572, 5.406, -12.644], [-20.022, 4.844, -4.503]],
  "atomic_forces_ev_per_a": [[-1.06, 0.54, -0.76], [0.44, -0.78, -0.42], [0.13, -0.08, 0.36], [0.16, 0.12, -0.26], [-0.33, 0.08, 0.18], [-0.15, 0.06, 0.03], [0.08, -0.03, -0.08], [0.23, -0.21, -0.10], [0.16, -0.17, -0.38], [0.21, 0.35, -0.06], [-0.76, -1.11, -1.52], [-0.44, 0.28, 0.21], [0.21, 0.22, 1.53], [0.50, -0.11, 0.09], [-0.05, 0.62, 0.29], [-0.55, -0.20, 2.09], [1.18, 0.27, 0.51], [-0.25, -0.03, -0.34], [0.25, 0.12, 0.45], [-0.08, -0.03, -0.74], [-0.24, -0.44, -0.87], [0.80, -0.64, 0.53], [-0.04, 0.29, -0.04], [-0.22, -0.22, -0.35], [0.00, 0.41, 0.37], [-0.47, -0.59, 0.47], [-0.31, -0.34, 2.23], [0.71, -0.39, -0.45], [-0.43, 1.59, 0.76], [-0.09, -0.01, -0.15], [-0.60, -0.56, -0.75], [-0.19, 0.09, -0.12], [0.57, 0.56, 0.31], [0.16, 0.24, 0.60], [0.11, -0.21, 0.93], [0.29, 0.52, -0.47], [-0.18, 0.37, -0.02], [0.58, -0.48, 1.13], [0.19, 0.15, -0.03], [-0.54, 0.04, -0.14], [0.59, -0.36, 0.36], [0.03, 0.63, -0.06], [-0.76, 0.59, -1.24], [0.26, -0.17, -0.09], [-0.69, -0.02, 0.51], [0.08, 0.43, 0.15], [0.14, 0.08, -0.60], [1.02, -0.14, -0.48], [0.11, 0.02, -0.06], [0.88, 0.46, -0.53], [0.48, -0.99, 0.82], [-1.00, 0.35, 2.24], [-0.65, 0.39, 0.09], [1.95, -1.89, 0.23], [-0.19, 1.11, -0.70], [0.12, 0.02, -0.62], [-0.82, -0.32, 0.19], [-0.10, -0.40, -0.08], [0.07, 0.15, 0.53], [0.18, 0.19, 0.18], [0.03, -0.31, 0.59], [0.78, 1.80, -0.81], [-0.17, 0.30, -0.29], [-1.25, 0.25, 0.71], [-0.08, 0.45, -0.39], [-0.29, 0.37, 0.44], [-0.01, 0.03, -0.04], [-1.06, 0.37, -0.36], [-0.21, 0.13, -0.31], [0.31, -0.64, 0.31], [-0.07, -0.04, 0.15], [-0.38, -0.23, 0.15], [-0.48, -0.24, -0.03], [0.04, -0.16, -0.28], [-0.06, 0.16, -0.15], [-0.74, 0.04, 0.11], [0.19, 0.38, -0.27], [-0.30, 0.18, -0.23], [-0.49, -0.21, 0.14], [-0.31, -0.23, 0.43], [0.04, 0.31, 0.46], [0.70, -0.42, -1.71], [-0.28, -0.41, -0.26], [1.87, -0.72, -0.12], [-0.26, -0.16, -0.08], [0.47, 1.07, -0.15], [-0.71, 0.13, 0.44], [0.04, 0.37, -1.29], [-1.51, -2.19, 1.07], [-0.20, -0.11, 0.61], [0.40, -0.01, 0.43], [-0.63, -0.46, 1.05], [0.74, 0.70, -0.48], [0.44, -0.74, 1.05], [0.91, -0.46, -0.48], [0.07, -0.53, -0.40], [0.35, -0.14, -0.24], [0.06, 0.23, -0.25], [-0.58, 0.30, -1.30], [0.23, -0.96, -2.03], [-0.36, 0.03, 0.07], [0.54, -0.31, -0.20], [-0.39, -0.26, -0.27], [1.32, -0.48, -1.18], [-0.81, 0.07, -0.61], [0.43, -0.20, -0.71], [0.29, -0.18, 0.22], [-0.08, 0.34, 0.28], [0.08, -0.22, -0.04], [0.13, 0.06, 0.82], [0.02, 0.30, 0.14], [-0.71, -0.55, -0.22], [0.13, -0.45, 0.15], [0.07, -0.43, 0.43], [0.77, -0.05, -0.71], [-0.40, 0.56, 0.47], [-0.15, 0.20, -0.13], [0.68, -0.13, -0.88], [0.24, 0.94, 0.25], [0.45, -0.17, 0.38], [-0.40, 0.07, 0.13], [-1.07, -0.43, 0.62], [0.08, -0.08, 0.23], [0.04, -0.03, 0.12], [-0.08, 0.09, 0.39], [-0.06, 0.05, 0.17], [-0.14, -0.16, -0.09], [0.01, 0.12, 0.55], [0.08, 0.18, 0.36], [-0.01, -0.31, -0.43], [-0.02, -0.44, -0.13], [-0.32, -0.40, -0.08], [-0.37, -0.35, -0.19], [-0.21, -0.61, -0.75], [-0.02, -0.06, -0.14], [0.01, 0.52, -0.03], [-0.46, 0.16, -0.23], [0.15, 0.21, 0.33], [0.16, 0.57, -0.45], [-0.28, -0.43, -1.26], [0.64, -1.40, 0.61], [-0.35, -0.21, 0.05], [0.63, 0.34, 0.34], [0.31, 0.41, -0.67], [-0.09, 0.50, -0.37], [0.46, 2.15, 0.23], [0.07, 0.91, 0.21], [0.92, -0.42, 0.13], [-0.21, -0.17, -0.15], [0.26, -0.27, -0.58], [-0.33, 0.73, 0.09], [-0.18, 0.22, 0.22], [-0.66, 0.92, 0.46]],
  "gap_ha": 0.3456,
  "energy_ev": -70767.250,
  "spin_multiplicity": 1
}

---

Entry 2:
{
  "formula": "C4H11O3",
  "method": "ωB97M-V/def2-TZVPD",
  "species": ["H", "H", "C", "H", "H", "C", "H", "H", "O", "H", "H", "C", "C", "O", "H", "O", "H", "H"],
  "coordinates": [[-0.349, -0.643, -3.165], [0.315, 0.619, 1.735], [1.302, -0.657, 0.508], [1.973, -0.783, -0.357], [-0.482, -1.148, -0.618], [0.339, 1.671, -0.076], [-0.179, 1.135, -0.875], [1.890, -1.203, 1.261], [-0.934, -1.132, 1.316], [1.856, 1.256, 1.434], [-0.957, -1.211, -1.925], [-0.003, -1.454, 0.368], [1.029, 0.768, 0.914], [-0.825, -1.430, -2.877], [1.003, 2.439, -0.472], [-0.761, 2.402, 0.517], [0.138, -2.548, 0.381], [-1.156, 1.802, 1.173]],
  "atomic_forces_ev_per_a": [[0.02, -0.12, -0.20], [-0.19, -0.08, -0.12], [1.14, -1.15, -0.28], [-0.36, 0.31, -0.38], [0.75, -0.42, 0.28], [-1.17, 0.32, 0.02], [0.76, -0.40, -0.30], [-0.17, 0.48, 0.44], [0.49, 0.08, 0.25], [0.41, 0.11, -0.45], [0.07, -0.56, -0.50], [-2.40, 0.97, 0.56], [-0.26, -0.13, 1.23], [-0.15, 0.52, 0.06], [0.03, -0.07, -0.26], [0.25, 0.17, 0.67], [0.64, -0.06, -0.60], [0.12, 0.03, -0.42]],
  "gap_ha": 0.2420,
  "energy_ev": -10467.951,
  "spin_multiplicity": 1,
  "charge": -1
}